48
Properties=species:S:1:pos:R:3 method="wB97M-V/def2-TZVPD" orbital_gap_ev="6.69 / 6.51" total_charge=+2 spin_multiplicity=6 s2=9.361 lumo_energy_ev="-7.65 / -7.84" homo_energy_ev="-14.3 / -14.3" de_lowest_kj_mol=0.0
Dy 0.357 -0.660 2.375
Cl -0.527 -0.481 4.606
P -0.394 0.047 -0.295
C -0.423 -1.108 -1.724
C -0.123 -0.716 -3.047
C -0.170 -1.648 -4.095
C -0.446 -2.992 -3.829
C -0.684 -3.406 -2.509
C -0.677 -2.472 -1.471
C -2.156 0.084 0.283
C -2.475 1.063 1.253
C -3.723 1.026 1.884
C -4.654 0.039 1.541
C -4.370 -0.872 0.522
C -3.146 -0.824 -0.145
C -0.348 1.670 -1.152
C 0.640 2.608 -0.794
C 0.702 3.853 -1.423
C -0.236 4.178 -2.418
C -1.242 3.267 -2.763
C -1.313 2.014 -2.122
H -1.755 1.849 1.499
H -3.958 1.779 2.641
H -5.606 -0.006 2.066
H -5.121 -1.614 0.224
H -2.961 -1.470 -1.000
H 0.114 0.318 -3.277
H 0.012 -1.317 -5.121
H -0.458 -3.722 -4.637
H -0.887 -4.457 -2.292
H -0.899 -2.798 -0.451
H 1.372 2.336 -0.030
H 1.479 4.569 -1.147
H -0.179 5.148 -2.909
H -1.982 3.528 -3.518
H -2.117 1.332 -2.378
H 3.443 -0.620 -1.576
H 3.720 -0.074 -1.167
C 3.998 0.135 4.694
S 3.928 -0.420 2.974
C 4.609 -2.083 3.208
O 2.387 -0.662 2.780
H 5.064 0.193 4.957
H 3.419 -0.536 5.345
H 3.531 1.130 4.737
H 4.028 -2.655 3.945
H 4.572 -2.611 2.242
H 5.655 -1.945 3.513

---

47
Properties=species:S:1:pos:R:3 method="wB97M-V/def2-TZVPD" orbital_gap_ev=7.17 total_charge=+2 lumo_energy_ev=-8.55 homo_energy_ev=-15.7 de_lowest_kj_mol=118.9
C 0.109 0.553 -5.150
C 1.488 1.107 -5.510
C -0.114 -0.793 -5.840
C -0.983 1.543 -5.553
Cl 0.024 0.284 -3.347
H -0.078 -0.690 -6.931
H -1.106 -1.196 -5.594
H 0.674 -1.507 -5.565
H 1.572 1.270 -6.592
H 2.283 0.397 -5.243
H 1.666 2.083 -5.036
H -0.971 1.719 -6.636
H -0.832 2.522 -5.079
H -1.981 1.148 -5.315
C 1.598 -1.592 1.801
C 0.718 -2.265 0.895
C 0.892 -1.680 -0.410
H 0.121 -3.148 1.140
C 1.870 -0.634 -0.296
C 2.316 -0.581 1.062
H 3.129 0.066 1.411
H 1.767 -1.888 2.837
H 0.479 -2.027 -1.352
H 2.314 -0.094 -1.135
C -2.423 0.898 1.183
C -2.376 -0.345 1.913
C -2.042 -1.391 0.993
H -2.647 -0.516 2.948
C -1.889 -0.795 -0.314
C -2.112 0.615 -0.182
H -2.205 1.327 -1.005
H -2.709 1.890 1.537
H -2.022 -2.449 1.244
H -1.770 -1.310 -1.264
Zr -0.112 -0.038 1.133
N 3.347 -0.653 6.841
C 2.422 -0.198 6.280
C 1.276 0.334 5.590
C 0.200 0.866 6.305
C -0.909 1.278 5.591
C -0.966 1.062 4.220
N 0.066 0.516 3.523
C 1.219 0.277 4.198
H 0.258 0.943 7.411
H -1.775 1.749 6.064
H -1.858 1.338 3.642
H 2.074 0.004 3.587

---

50
Properties=species:S:1:pos:R:3 method="wB97M-V/def2-TZVPD" orbital_gap_ev="7.91 / 7.61" total_charge=+1 spin_multiplicity=2 s2=0.771 lumo_energy_ev="-2.95 / -3.51" homo_energy_ev="-10.9 / -11.1"
Re 0.182 0.116 -0.010
C 1.972 -0.710 -2.422
N 2.042 0.086 -1.174
C 2.559 1.434 -1.524
C 3.057 -0.522 -0.256
C 2.502 -1.696 0.508
N 1.189 -1.276 1.003
C 0.631 -1.838 2.151
C -0.660 -1.433 2.480
F -1.231 -0.479 1.656
C -1.370 -1.881 3.566
F -2.594 -1.402 3.785
C -0.807 -2.822 4.405
C 0.463 -3.265 4.100
F 1.045 -4.177 4.873
C 1.178 -2.801 3.004
F 2.397 -3.314 2.790
H 2.948 -0.716 -2.914
H 1.681 -1.733 -2.190
H 1.245 -0.273 -3.098
H 3.555 1.339 -1.964
H 1.886 1.903 -2.238
H 2.611 2.045 -0.628
H 3.951 -0.786 -0.828
H 3.323 0.255 0.461
H 2.405 -2.586 -0.122
H 3.195 -1.944 1.307
H -1.339 -3.199 5.266
C -0.818 3.388 -1.834
C -1.180 2.509 -0.630
C -2.057 3.318 0.325
C 0.050 2.008 0.086
C -1.790 1.161 -1.050
C -1.114 0.396 -2.028
C -1.561 -0.918 -2.313
C -2.652 -1.442 -1.663
C -3.364 -0.653 -0.745
C -2.945 0.616 -0.441
H -0.257 4.260 -1.496
H -1.727 3.740 -2.323
H -0.212 2.874 -2.577
H -1.546 4.246 0.582
H -2.262 2.783 1.252
H -3.009 3.575 -0.144
H 0.632 2.733 0.659
H -0.413 0.870 -2.697
H -1.057 -1.493 -3.080
H -2.990 -2.443 -1.891
H -4.247 -1.053 -0.265
H -3.496 1.198 0.284

---

56
Properties=species:S:1:pos:R:3 method="wB97M-V/def2-TZVPD" orbital_gap_ev="5.43 / 6.96" total_charge=-1 spin_multiplicity=5 s2=6.336 lumo_energy_ev="0.86 / 2.12" homo_energy_ev="-4.6 / -4.8" de_lowest_kj_mol=32.4
Mn 2.236 -1.921 -0.225
Se 4.209 -2.987 -0.923
Te 5.745 -1.923 0.708
Te 4.652 -3.464 2.627
Se 2.375 -2.494 2.168
C -2.219 0.981 0.630
C -1.051 1.612 1.339
C -0.112 0.829 1.996
C 0.994 1.398 2.613
C 1.173 2.773 2.561
C 0.236 3.581 1.921
C -0.867 2.996 1.322
S 2.677 3.481 3.157
O 2.450 4.875 3.431
O 3.199 2.591 4.152
N 3.695 3.464 1.884
C 3.966 2.221 1.149
C 3.118 2.108 -0.109
C 3.444 0.815 -0.849
O 4.563 0.655 -1.314
O 2.493 -0.053 -0.790
H -2.401 -0.031 0.994
H -2.025 0.899 -0.442
H -3.130 1.568 0.761
H -0.225 -0.247 2.003
H 1.726 0.770 3.103
H 0.376 4.653 1.898
H -1.599 3.622 0.823
H 3.534 4.278 1.305
H 3.806 1.369 1.812
H 5.025 2.215 0.888
H 3.376 2.931 -0.784
H 2.061 2.168 0.140
C -5.547 -1.781 -2.781
C -4.123 -1.894 -2.309
C -3.098 -1.231 -2.968
C -1.778 -1.319 -2.536
C -0.677 -0.584 -3.251
C -1.505 -2.089 -1.409
C -2.512 -2.749 -0.710
C -2.195 -3.530 0.535
C -3.813 -2.650 -1.182
C -0.095 -2.161 -0.938
O 0.785 -2.786 -1.589
O 0.234 -1.532 0.110
H -5.597 -1.352 -3.782
H -6.133 -1.143 -2.116
H -6.035 -2.757 -2.807
H -3.325 -0.632 -3.844
H -1.093 0.121 -3.972
H -0.021 -1.278 -3.778
H -0.046 -0.026 -2.555
H -1.312 -4.158 0.403
H -3.034 -4.167 0.814
H -1.976 -2.861 1.370
H -4.605 -3.174 -0.657

---

50
Properties=species:S:1:pos:R:3 method="wB97M-V/def2-TZVPD" orbital_gap_ev=8.53 lumo_energy_ev=0.29 homo_energy_ev=-8.2 smiles="Cc1cccn2cc(-c3cccc(S(=O)(=O)N4C[C@@H](C)O[C@@H](C)C4)c3)nc12" de_lowest_kj_mol=214.8
C -3.367 3.172 -4.258
C -2.800 1.837 -4.607
C -2.733 1.349 -5.884
C -2.187 0.075 -6.152
C -1.713 -0.700 -5.141
N -1.771 -0.233 -3.870
C -1.382 -0.780 -2.692
C -1.689 0.150 -1.712
C -1.485 0.054 -0.277
C -1.906 1.098 0.549
C -1.742 1.030 1.920
C -1.139 -0.080 2.493
C -0.714 -1.107 1.671
S 0.182 -2.469 2.402
O -0.333 -2.748 3.710
O 0.279 -3.536 1.446
N 1.656 -1.707 2.593
C 2.550 -1.701 1.464
C 3.417 -0.436 1.553
C 2.613 0.799 1.133
O 4.028 -0.320 2.827
C 3.222 -0.518 3.980
C 2.352 0.689 4.340
C 2.369 -1.787 3.843
C -0.879 -1.060 0.304
N -2.253 1.250 -2.271
C -2.304 1.021 -3.568
H -3.701 3.698 -5.148
H -4.205 3.048 -3.574
H -2.617 3.768 -3.742
H -3.102 1.942 -6.706
H -2.146 -0.287 -7.167
H -1.287 -1.681 -5.287
H -0.940 -1.753 -2.634
H -2.369 1.954 0.084
H -2.081 1.842 2.546
H -1.003 -0.175 3.558
H 3.185 -2.599 1.468
H 1.955 -1.694 0.552
H 4.277 -0.539 0.879
H 2.506 0.808 0.051
H 3.135 1.701 1.440
H 1.621 0.789 1.574
H 3.964 -0.667 4.774
H 2.046 0.611 5.381
H 2.921 1.606 4.209
H 1.463 0.725 3.719
H 3.015 -2.678 3.866
H 1.634 -1.860 4.644
H -0.543 -1.899 -0.283

---

51
Properties=species:S:1:pos:R:3 method="wB97M-V/def2-TZVPD" orbital_gap_ev=8.44 lumo_energy_ev=0.44 homo_energy_ev=-8.0 smiles="N[C@@H](Cc1c[nH]c2ccccc12)C(=O)O.N[C@@H](Cc1ccc(O)cc1)C(=O)O" de_lowest_kj_mol=0.0
N -2.125 0.839 1.222
C -2.352 -0.199 0.237
C -3.362 -1.234 0.773
C -4.720 -0.659 1.057
C -5.117 -0.038 2.208
N -6.425 0.378 2.096
C -6.905 0.026 0.857
C -8.168 0.221 0.286
C -8.369 -0.258 -0.995
C -7.342 -0.919 -1.697
C -6.096 -1.107 -1.129
C -5.860 -0.627 0.170
C -2.795 0.358 -1.111
O -2.988 1.525 -1.351
O -2.933 -0.605 -2.048
H -2.989 1.372 1.316
H -1.447 1.503 0.856
H -1.407 -0.728 0.060
H -2.930 -1.642 1.694
H -3.447 -2.059 0.056
H -4.557 0.135 3.119
H -6.949 0.851 2.814
H -8.962 0.729 0.829
H -9.338 -0.124 -1.468
H -7.537 -1.285 -2.702
H -5.306 -1.613 -1.678
H -3.229 -0.149 -2.854
N 3.409 1.335 -0.315
C 4.723 1.779 0.117
C 5.835 1.109 -0.709
C 6.037 -0.351 -0.380
C 5.104 -1.327 -0.751
C 5.297 -2.664 -0.439
C 6.439 -3.056 0.259
O 6.581 -4.384 0.537
C 7.378 -2.103 0.639
C 7.170 -0.764 0.317
C 4.936 3.294 0.125
O 6.004 3.845 0.252
O 3.783 3.986 0.005
H 3.207 1.720 -1.235
H 2.695 1.700 0.305
H 4.855 1.468 1.164
H 6.766 1.659 -0.532
H 5.588 1.233 -1.773
H 4.203 -1.024 -1.278
H 4.574 -3.421 -0.730
H 7.409 -4.513 1.017
H 8.273 -2.404 1.183
H 7.913 -0.028 0.615
H 4.035 4.923 0.051

---

51
Properties=species:S:1:pos:R:3 method="wB97M-V/def2-TZVPD" orbital_gap_ev=8.16 lumo_energy_ev=0.62 homo_energy_ev=-7.5 smiles="C=CCn1c(=O)c2c(nc3n2C[C@@H](C)CN3c2cccc(OC)c2)n(C)c1=O" de_lowest_kj_mol=117.8
C -4.781 5.046 0.074
C -3.582 5.069 0.623
C -2.306 5.088 -0.164
N -1.516 3.885 0.101
C -1.689 2.816 -0.793
O -2.439 2.894 -1.751
C -0.887 1.706 -0.415
C -0.084 1.702 0.712
N 0.548 0.518 0.863
C 0.142 -0.216 -0.169
N -0.723 0.449 -0.974
C -1.361 -0.078 -2.148
C -1.366 -1.600 -2.031
C -1.870 -2.252 -3.312
C 0.060 -2.057 -1.707
N 0.524 -1.487 -0.453
C 1.426 -2.204 0.347
C 1.470 -2.014 1.728
C 2.347 -2.755 2.490
C 3.187 -3.699 1.920
C 3.148 -3.893 0.546
O 3.920 -4.780 -0.144
C 4.850 -5.556 0.572
C 2.270 -3.142 -0.234
N 0.012 2.787 1.523
C 0.856 2.752 2.697
C -0.716 3.923 1.231
O -0.645 4.912 1.930
H -5.679 5.030 0.667
H -4.910 5.042 -0.996
H -3.451 5.062 1.696
H -1.700 5.949 0.128
H -2.514 5.105 -1.235
H -0.812 0.237 -3.045
H -2.370 0.337 -2.212
H -2.016 -1.885 -1.196
H -2.872 -1.902 -3.543
H -1.219 -2.005 -4.148
H -1.898 -3.334 -3.205
H 0.727 -1.771 -2.532
H 0.080 -3.144 -1.606
H 0.829 -1.282 2.185
H 2.377 -2.604 3.559
H 3.856 -4.264 2.549
H 5.587 -4.930 1.083
H 5.354 -6.172 -0.172
H 4.355 -6.205 1.302
H 2.294 -3.309 -1.298
H 1.093 3.777 2.976
H 0.337 2.263 3.523
H 1.757 2.191 2.459

---

51
Properties=species:S:1:pos:R:3 method="wB97M-V/def2-TZVPD" orbital_gap_ev="5.67 / 5.73" total_charge=+1 spin_multiplicity=5 s2=6.006 lumo_energy_ev="-4.04 / -3.99" homo_energy_ev="-9.7 / -9.7" de_lowest_kj_mol=0.0
Pm 8.888 8.038 10.175
N 7.645 10.681 12.385
C 7.530 9.409 12.944
C 6.547 9.126 13.891
C 6.381 7.765 14.301
C 7.340 6.842 13.951
C 8.381 7.228 13.160
N 8.381 8.442 12.526
C 7.518 10.912 11.010
C 7.814 12.190 10.498
C 7.915 12.478 9.087
C 7.705 11.373 8.241
C 7.194 10.159 8.735
N 7.258 9.912 10.127
H 7.484 11.476 12.997
H 5.710 9.779 14.006
H 5.474 7.407 14.802
H 7.350 5.842 14.467
H 9.233 6.621 12.897
H 8.101 12.993 11.152
H 8.200 13.483 8.767
H 7.946 11.445 7.172
H 6.586 9.508 8.083
C 13.340 8.523 11.459
Si 12.359 9.681 10.462
C 11.246 10.649 11.692
C 13.401 10.672 9.232
N 11.086 8.941 9.465
C 11.358 8.179 8.358
C 12.567 7.521 8.026
C 12.655 6.851 6.832
C 11.548 6.699 6.003
C 10.302 7.259 6.348
C 10.242 8.085 7.425
H 14.012 7.868 10.904
H 12.793 7.917 12.181
H 14.041 9.182 12.079
H 10.950 10.240 12.643
H 10.329 10.932 11.139
H 11.747 11.610 11.831
H 12.794 10.929 8.340
H 14.269 10.021 9.009
H 13.721 11.710 9.670
H 13.416 7.680 8.667
H 13.581 6.434 6.545
H 11.595 6.119 5.053
H 9.394 6.999 5.836
H 9.454 8.847 7.672
O 7.991 4.702 7.384
C 8.183 5.308 8.426
N 8.389 6.016 9.393

---

61
Properties=species:S:1:pos:R:3 method="wB97M-V/def2-TZVPD" orbital_gap_ev=5.69 lumo_energy_ev=-2.40 homo_energy_ev=-8.1 de_lowest_kj_mol=48.9
W -0.931 0.878 0.116
S 0.384 -1.165 0.696
C -0.569 -2.086 1.762
C 0.134 -3.215 2.320
N 0.683 -4.132 2.722
C -1.877 -1.723 2.023
S -2.539 -0.272 1.421
C -2.801 -2.345 2.896
N -3.647 -2.574 3.628
O -0.020 -2.571 -4.074
C 1.144 -1.982 -3.938
C 2.196 -2.494 -4.708
C 3.496 -2.084 -4.547
C 3.789 -1.085 -3.572
C 2.729 -0.492 -2.861
C 1.410 -0.893 -3.079
C 0.313 -0.317 -2.311
O 0.603 0.472 -1.291
N -0.920 -0.671 -2.518
N -1.816 -0.081 -1.632
C -3.010 -0.132 -2.140
S -4.527 0.417 -1.398
C -5.628 -0.521 -2.489
C -4.924 -0.594 -3.857
S -3.206 -1.090 -3.623
H -0.696 -2.011 -3.635
H 1.883 -3.266 -5.431
H 4.215 -2.507 -5.194
H 4.760 -0.673 -3.437
H 2.889 0.379 -2.265
H -6.543 0.077 -2.516
H -5.860 -1.541 -2.103
H -4.831 0.325 -4.368
H -5.443 -1.347 -4.409
S -3.948 4.487 -1.891
Sb -2.232 4.365 -0.425
S -2.595 2.287 0.842
S -0.520 2.827 -1.413
S -1.021 5.777 0.846
C 3.007 -1.155 3.351
C 2.845 0.332 3.568
N 1.669 0.881 2.964
C 0.402 0.732 3.771
C 0.118 1.965 4.528
C 1.635 1.564 1.855
C 2.926 2.089 1.225
N 0.462 1.820 1.240
H 3.763 -1.574 4.029
H 3.333 -1.338 2.305
H 2.094 -1.691 3.444
H 3.736 0.805 3.170
H 2.869 0.568 4.639
H 0.574 -0.030 4.463
H -0.400 0.385 3.114
H 0.932 2.303 5.240
H -0.660 1.688 5.226
H -0.092 2.857 3.932
H 3.397 2.918 1.768
H 2.634 2.477 0.205
H 3.685 1.292 1.123
H 0.545 2.684 0.697

---

Record order is preserved below.
Largest force on an atom: 2.79; 3.01; 0.67; 0.93; 1.04; 0.49; 1.49; 4.32; 2.27 eV/A